DFT (ωB97M-V/def2-TZVPD) results for a single C4H9NO molecule.

```
15
Properties=species:S:1:pos:R:3:lowdin_charge:R:1
H 0.589 -0.407 -2.918 0.08
C 0.341 -0.638 -1.886 -0.04
H 0.034 1.421 0.768 0.13
N -0.416 1.618 -1.880 0.13
H -0.751 2.418 -1.348 0.05
H -0.431 -1.404 -1.859 0.09
C -0.335 0.494 0.301 -0.19
O 0.325 -0.626 0.833 -0.20
H -1.420 0.429 0.513 0.14
C 0.264 -0.694 2.232 -0.11
H -0.768 -0.595 2.589 0.09
H 0.872 0.090 2.701 0.09
C -0.155 0.589 -1.204 -0.42
H 0.645 -1.671 2.514 0.09
H 1.207 -1.025 -1.355 0.08
```

Summary:
Energy above the lowest of the compared OMol25 structures with the same formula, charge and spin = 40.2 kcal per mole
Orbital gap = 10.62 eV
Maximum force = 0.76 eV/Å
E_HOMO = -9.71 eV
SMILES string = [H]/N=C(/C)COC
Total energy = -287.7684 hartree
Charge = 0
E_LUMO = 0.9154 eV

---

DFT (ωB97M-V/def2-TZVPD) results for a molecular structure, C24H25ClN6O4SV.

```
62
Properties=species:S:1:pos:R:3:lowdin_charge:R:1
C -0.092 -1.631 5.535 -0.06
H 2.297 -1.580 3.126 0.12
C 2.880 -2.805 -0.236 -0.04
N -1.867 -2.665 2.576 0.18
C 1.002 0.046 3.652 -0.24
C -0.560 -0.327 5.418 -0.06
H 0.440 -0.449 -2.890 0.11
C 2.841 2.595 1.829 0.00
O 0.539 1.612 -0.888 -0.12
O 4.577 3.914 2.663 0.14
H -1.873 -2.343 -0.703 0.13
N -1.243 -0.546 -1.597 -0.33
C 0.923 -2.092 4.705 -0.05
H -1.437 -2.504 -2.405 0.15
O 3.960 4.345 0.580 0.17
H -2.953 2.883 1.292 0.13
C -1.153 -2.030 -1.462 -0.13
C 1.540 2.422 -0.479 -0.42
H -0.323 1.559 4.395 0.13
H -0.659 0.936 -2.996 0.10
C 1.480 -1.249 3.754 -0.01
H 2.741 -4.631 -1.345 0.13
C -4.964 2.189 1.767 -0.08
H -2.714 0.965 -1.696 0.11
Cl 3.341 1.871 4.485 0.92
H 1.306 -3.097 4.821 0.12
C 3.876 3.684 1.724 -0.48
N -1.783 0.596 1.293 -0.06
C 2.222 -3.737 -1.027 -0.02
H -0.500 -2.281 6.298 0.12
H -5.385 3.192 1.779 0.09
H 3.908 -2.971 0.056 0.12
N -1.361 -0.695 1.437 -0.07
H -3.170 -0.458 -0.726 0.08
C 1.909 2.097 0.925 -0.10
H 3.332 4.053 -0.107 0.08
N 1.613 0.958 2.721 -0.04
O 2.040 3.263 -1.158 0.20
C -2.804 0.923 2.006 -0.53
H -5.480 1.608 2.533 0.08
C -2.080 -1.385 2.292 -0.63
H -1.327 0.037 6.089 0.12
C -0.604 -0.143 -2.882 -0.03
C 0.246 -2.374 -1.043 -0.23
H -3.160 -0.551 -2.496 0.12
C 2.613 1.830 2.977 -0.55
C 0.911 -3.523 -1.440 0.00
H -1.130 -0.625 -3.708 0.11
H -3.272 2.712 3.012 0.13
C -3.458 2.262 2.033 -0.21
C 0.909 -1.442 -0.237 -0.17
V -0.106 0.223 0.061 1.11
C -0.008 0.525 4.472 -0.02
H -5.174 1.743 0.795 0.08
H -1.025 -3.108 2.240 0.13
C 2.225 -1.649 0.169 -0.08
H 2.752 -0.919 0.771 0.10
H 0.420 -4.242 -2.085 0.13
N 1.176 1.112 1.458 0.04
C -2.660 -0.120 -1.626 -0.04
S -3.367 -0.427 2.956 1.21
H -2.395 -3.140 3.289 0.13
```

Summary:
Energy above the lowest of the compared OMol25 structures with the same formula, charge and spin = 0.0 kcal per mole
Orbital gap (alpha / beta) = 7.19 / 7.76 eV
Expectation value of S² = 0.768
Maximum force = 0.21 eV/Å
E_HOMO (alpha / beta) = -15.25 / -15.25 eV
Multiplicity = 2
Total energy = -3360.9671 hartree
Charge = +2
E_LUMO (alpha / beta) = -8.0584 / -7.4883 eV

---

DFT (ωB97M-V/def2-TZVPD) results for a single C6H10N6 molecule at a distorted geometry.

```
22
Properties=species:S:1:pos:R:3:lowdin_charge:R:1
C -1.186 1.201 -0.071 -0.29
N 2.406 -0.632 0.640 0.09
C -0.086 -0.920 0.850 -0.23
N -0.381 -1.799 -0.404 -0.09
H 1.269 -1.396 -1.246 0.09
H 1.270 -3.080 -0.862 0.09
H -2.183 2.684 -1.222 0.10
N 0.674 -2.275 -1.172 -0.04
H 0.134 -1.453 1.846 0.17
H -2.932 1.064 -1.303 0.07
C -1.151 0.170 1.013 -0.08
H -1.013 -2.544 -0.232 0.09
C 1.094 0.993 -0.164 -0.38
H -0.818 0.800 1.942 0.17
C 3.115 0.338 0.177 -0.20
H -3.166 2.091 0.018 0.05
N -0.055 1.623 -0.480 0.18
H -2.134 -0.160 1.257 0.10
H 4.150 0.447 -0.051 0.10
C -2.464 1.762 -0.673 0.00
N 1.128 -0.238 0.489 -0.10
N 2.329 1.324 -0.351 0.12
```

Summary:
Energy above the lowest of the compared OMol25 structures with the same formula, charge and spin = 77.0 kcal per mole
Orbital gap = 8.75 eV
Maximum force = 3.26 eV/Å
E_HOMO = -8.42 eV
SMILES string = CC1=Nc2ncnn2[C@H](NN)C1
Total energy = -563.0819 hartree
Charge = 0
E_LUMO = 0.3238 eV

---

DFT (ωB97M-V/def2-TZVPD) results for 5 unconnected molecules or ions with the total composition H10O5 at a distorted geometry.

```
15
Properties=species:S:1:pos:R:3:lowdin_charge:R:1
H 15.495 22.611 -5.321 -0.03
H 17.926 20.503 -5.024 0.07
H 16.543 20.681 -4.441 0.06
H 16.397 20.218 -9.801 0.02
H 17.011 21.869 -6.601 0.03
H 16.271 20.661 -8.413 -0.01
H 15.252 22.129 -3.932 0.06
O 14.820 22.690 -4.662 -0.07
O 17.193 21.117 -4.992 -0.03
H 13.145 22.395 -8.508 0.04
H 14.639 22.724 -8.557 0.01
H 16.981 22.939 -7.729 0.06
O 13.932 22.278 -9.049 -0.06
O 16.482 22.218 -7.360 -0.06
O 16.318 19.827 -8.930 -0.08
```

Summary:
Energy above the lowest of the compared OMol25 structures with the same formula, charge and spin = 27.6 kcal per mole
Orbital gap = 10.59 eV
Maximum force = 3.01 eV/Å
E_HOMO = -10.57 eV
SMILES string = O.O.O.O.O
Total energy = -382.1801 hartree
Charge = 0
E_LUMO = 0.0275 eV

---

DFT (ωB97M-V/def2-TZVPD) results for 5 unconnected molecules or ions with the total composition F12H4N3O6P2 at a distorted geometry.

```
27
Properties=species:S:1:pos:R:3:lowdin_charge:R:1
O 1.496 -0.158 3.090 -0.07
H -0.924 0.164 0.683 0.07
H 0.249 -0.892 0.423 0.04
F 0.943 2.447 -3.787 -0.17
F 0.500 4.272 -2.349 -0.17
F 0.264 -3.698 -1.651 -0.19
F 1.515 2.414 -1.647 -0.21
F -0.508 2.898 -0.930 -0.19
H 0.390 0.638 -0.178 0.09
O 1.241 1.927 2.907 -0.07
F -0.284 1.090 -2.410 -0.21
F 1.070 -1.697 -1.152 -0.21
N -3.823 -0.344 0.734 -0.66
N 0.080 0.087 0.609 0.31
F 1.350 -2.364 1.056 -0.15
P 0.935 -3.141 -0.287 0.21
O -4.298 -1.312 1.320 -0.09
N 1.929 0.976 3.277 -0.71
O 2.952 1.190 3.826 -0.04
H 0.654 0.317 1.408 0.07
F 0.906 -4.615 0.403 -0.18
P 0.117 2.728 -2.451 0.19
O -4.681 0.484 0.405 -0.09
O -2.621 -0.167 0.687 -0.04
F -0.625 -2.711 0.118 -0.19
F -1.238 2.973 -3.337 -0.18
F 2.412 -3.505 -0.767 -0.16
```

Summary:
Energy above the lowest of the compared OMol25 structures with the same formula, charge and spin = 10.5 kcal per mole
Orbital gap = 8.07 eV
Maximum force = 5.17 eV/Å
E_HOMO = -0.14 eV
Total energy = -2499.4621 hartree
Charge = -3
E_LUMO = 7.9244 eV

---

DFT (ωB97M-V/def2-TZVPD) results for 2 unconnected molecules or ions with the total composition C3H11N3O at a distorted geometry.

```
18
Properties=species:S:1:pos:R:3:lowdin_charge:R:1
N -1.760 -0.927 -1.109 -0.02
H 1.084 0.917 -1.744 0.06
H -0.788 -0.631 2.068 0.11
H -0.431 -2.160 1.456 0.11
O 1.713 0.499 1.549 -0.20
H 1.775 -1.427 2.276 0.09
H -0.601 -0.799 0.458 0.03
H -1.098 0.323 -2.770 0.09
C 1.492 -0.753 1.435 -0.38
H -2.084 -1.529 -1.868 0.07
N 0.772 1.480 -0.948 0.00
H 1.237 1.016 -0.113 0.04
C -0.655 1.224 -0.904 -0.23
H -2.574 -0.665 -0.526 0.09
C -1.176 0.284 -1.700 -0.23
H -1.232 1.907 -0.203 0.13
N -0.263 -1.154 1.364 0.12
H 1.802 -1.265 0.437 0.11
```

Summary:
Energy above the lowest of the compared OMol25 structures with the same formula, charge and spin = 120.0 kcal per mole
Orbital gap = 7.41 eV
Maximum force = 2.87 eV/Å
E_HOMO = -7.03 eV
SMILES string = [NH3+]C[O-].N/C=C/N
Total energy = -360.2462 hartree
Charge = 0
E_LUMO = 0.3788 eV